Molecular formula: C33H58NO17P
Method: DFT, ωB97M-V/def2-TZVPD

Structure (XYZ):
```
110
Properties=species:S:1:pos:R:3:forces:R:3
H -7.431080 -4.563456 -5.711348 0.079 0.094 0.171
C 2.965824 8.308895 -0.242305 -0.632 0.562 0.355
H -4.818367 -8.473090 -0.122344 0.024 0.233 -0.071
C -5.696411 -4.195477 -4.440656 -0.648 1.315 0.577
H 0.344638 0.158572 3.383715 -2.100 -1.369 0.594
H 0.162425 0.377582 1.158115 -0.877 -1.945 -0.649
H -0.291452 -1.277533 4.458339 -0.805 1.508 -1.394
H 3.721368 1.691147 3.377618 0.813 -2.082 -1.323
P 4.217811 3.119754 -1.993178 2.224 -0.597 -1.143
C -3.634508 2.149977 0.151218 0.254 -0.334 0.168
H -4.145290 1.975000 1.104568 0.015 0.039 -0.202
C -0.957045 -1.393502 2.227388 1.092 0.270 0.090
H 1.984648 6.960425 -1.612606 0.075 0.043 0.123
O 4.025567 6.835577 -1.613278 0.566 -0.547 1.126
C 4.319363 0.886917 0.133572 1.423 0.742 -0.022
H 5.427548 -0.381848 -1.557974 -0.209 0.494 2.265
C 6.378963 -0.257637 4.962367 0.249 -0.254 0.023
H -1.693004 3.286865 3.889564 0.589 -1.609 -1.476
O 3.614364 7.328445 0.547371 0.791 -0.820 -0.424
H 5.243694 -1.271973 0.145687 0.100 2.206 -1.276
O 4.173846 -0.376300 3.767418 1.798 -0.062 -1.770
H -6.403459 -7.915243 0.384430 0.075 0.112 -0.145
C 2.349883 2.385784 0.159163 -2.830 2.208 -1.465
O -5.777526 -5.681072 -6.161400 0.337 -0.794 0.649
H 2.846047 1.112751 -1.757814 1.071 1.205 2.031
H -3.870156 -5.267268 -1.160802 0.134 -0.018 0.203
C 6.921997 0.268377 0.098601 0.268 -0.295 -0.203
O 5.213066 5.773319 0.030697 -1.731 1.711 -0.601
O -2.784038 -5.608037 2.949947 -1.211 -0.379 -2.350
H 7.250590 0.342969 4.461518 -1.492 -1.216 1.100
H 2.477162 -2.602030 -0.242362 -0.821 2.438 0.400
C -5.847602 -0.134484 -1.345238 -0.658 -1.952 -0.094
H 5.409124 -2.211355 4.073273 -0.227 2.663 -0.532
H 3.226932 3.564787 -2.944845 -0.011 -0.184 1.124
H -6.030309 -3.221821 -2.547295 -0.114 0.114 -0.335
H -1.717371 0.879286 5.032960 -0.760 -0.584 -1.994
H -2.644419 1.690504 0.240289 -0.143 0.160 -0.007
C -5.514159 -7.629249 -0.187130 -0.226 -0.267 0.298
O -5.543154 -5.508498 -3.926294 0.189 -0.997 -0.734
H -6.270946 2.332305 -0.217720 0.206 -0.026 0.015
C 2.655643 -1.034065 1.416244 0.832 0.031 0.013
H 4.573116 4.276392 -1.170662 -0.804 -1.288 -0.267
O 7.369738 1.506181 -0.600636 -1.199 -0.128 2.591
H 1.989808 8.562968 0.180706 0.222 -0.145 0.075
H 1.902687 -1.139761 2.323193 1.475 0.358 -2.069
C 2.051602 -1.506559 -0.030791 -0.337 -1.233 -0.121
C 5.510389 -1.058800 3.785789 0.251 0.105 1.156
C 4.359507 6.572705 -0.314255 1.430 -1.135 0.726
H 6.945553 0.418756 1.282712 -0.138 -0.321 -2.521
H 1.963792 9.273838 -2.674626 0.073 -0.145 0.050
H 5.036307 1.720918 0.587111 -1.664 -1.523 -0.709
H 7.739975 -0.558934 -0.169497 -1.944 1.774 0.527
H -0.143961 2.341999 3.235801 -2.449 0.281 -0.270
H 0.118169 -1.345922 -1.226847 0.684 -0.729 2.316
O -4.652089 0.155066 -0.749430 -1.148 -0.653 -0.571
C 3.419027 1.751101 -0.928002 -1.655 -0.639 1.544
C -3.656213 -5.932248 -0.319298 0.022 0.279 -0.924
H -2.128631 -1.589786 2.123853 2.675 0.300 0.363
H 2.394991 -0.853953 -0.939445 -0.457 -1.068 2.005
C 5.402079 -0.221862 -0.399169 0.915 -0.280 0.914
H 6.041921 -1.039013 2.732758 -1.130 0.179 2.061
O 2.424382 1.648716 1.435326 -0.791 1.215 -3.347
H -5.800898 -7.486708 -1.233273 0.065 0.068 0.127
C -5.461849 -6.341484 -5.006851 0.621 -2.424 0.076
C 4.199052 0.752435 2.824321 0.014 0.222 0.712
C -4.900487 -6.370793 0.392319 -0.859 -0.784 -0.892
H -0.356425 -2.423198 2.288919 -1.578 2.120 -0.118
H 5.709330 0.526583 5.556891 1.245 -1.899 -1.491
H 2.760465 8.047217 -3.686752 -0.107 0.095 0.156
H 3.591855 9.207748 -0.261064 -0.057 -0.056 -0.180
C -5.781522 2.084846 -1.166103 -0.152 0.880 -0.193
O -5.153441 -7.519634 -4.948377 -0.656 2.605 -0.100
H -3.509230 3.227566 0.009586 -0.040 -0.121 -0.094
O -6.478413 1.004916 -1.760719 0.161 -1.138 0.097
C -0.408150 -0.599813 0.861264 -1.358 -0.521 0.196
O -2.947747 -5.244141 0.695619 -0.027 -0.180 1.048
H -4.698401 -3.755372 -4.553892 -0.063 -0.062 -0.098
N 5.526110 2.580691 -2.816324 -2.401 0.852 -0.633
H -3.036473 -6.764598 -0.670466 -0.201 -0.059 0.031
H 5.322487 1.017282 2.630265 -2.159 -0.397 -0.002
H -7.496131 -3.839190 -3.289421 0.099 0.025 -0.222
H -5.646416 -5.567975 0.432500 0.134 0.017 -0.039
C 2.851621 7.630817 -1.574262 -0.702 0.874 -0.969
H -2.867637 -0.325868 3.979073 2.021 1.714 0.217
O -2.102963 1.339336 2.878871 1.049 0.885 2.024
O -4.431885 -6.603218 1.710830 0.981 0.672 0.445
C -1.298140 2.561618 3.051369 0.738 0.737 -1.018
H 3.739582 9.191543 -2.785433 -0.149 -0.064 0.173
C -6.343693 -4.443525 -5.769731 -0.166 0.626 -0.596
H -6.737396 -2.362675 -3.934947 0.111 -0.143 0.088
H 5.233069 2.712625 -3.831363 0.703 -0.392 1.491
H -1.396437 -0.267782 0.294555 2.182 -0.581 1.025
C -3.339400 -5.799856 1.881607 1.093 0.351 2.193
H -1.347095 3.135138 2.006394 0.031 -1.265 2.325
H 7.117656 2.314427 -0.030705 0.547 -1.991 -1.399
C 2.820539 8.596724 -2.741363 0.240 -0.173 -0.398
H -5.800954 2.963368 -1.817195 -0.123 -0.237 0.012
H 3.544670 -1.790503 1.667658 -1.843 1.884 -0.417
H -6.109767 -3.662834 -6.499045 0.015 -0.261 0.017
C 0.420428 -1.629056 -0.107081 -0.713 0.971 -0.928
C -4.399688 1.528327 -0.999485 0.899 1.078 0.682
O -6.295083 -1.260197 -1.483460 0.904 2.497 0.369
C 3.340205 0.465856 1.422309 1.620 0.881 -0.236
C -1.916844 0.388522 3.987373 1.121 -1.366 -0.244
C -6.540207 -3.350455 -3.507911 0.205 -0.307 0.420
O 1.525541 3.393533 -0.142804 4.991 -6.170 2.657
H 6.805541 -1.035929 5.756821 -0.773 1.782 -1.832
C -0.601617 -0.529443 3.613635 -0.379 -0.298 -0.913
H -3.819540 1.604656 -1.926923 -0.135 -0.001 -0.002
H -0.006574 -2.708628 0.068710 1.113 2.034 -0.206
```
Positions in Å, forces in eV/Å.

Output
Electronic energy (eV): -80737.9987
Frontier orbital gap (eV): 8.48
Structure (SMILES): CCOC[C@@]1(CCCCCCCOC)OC(=O)[C@@H]([PH2]=N)[C@@H]1CCO.C[C@@H]1COC(=O)O1.C[C@@H]1COC(=O)O1.C[C@@H]1COC(=O)O1.C[C@@H]1COC(=O)O1
Energy above the lowest of the compared OMol25 structures with the same formula, charge and spin (kcal/mol): 220.6